# C44H119F6HgN7O35S4Zn

C44H119F6HgN7O35S4Zn as an isolated structure at a distorted geometry (the ωB97M-V functional and the def2-TZVPD basis, the Open Molecules 2025 dataset).

Structure (XYZ):
```
217
C44H119F6HgN7O35S4Zn (the ωB97M-V functional and the def2-TZVPD basis)
Hg 1.3095 4.2322 0.3037
Zn 2.1644 0.3091 3.6156
S 2.7241 7.2762 1.2135
O 3.8185 6.4795 1.7575
O 3.2064 8.2297 0.1779
O 1.8173 6.3728 0.5667
O 2.0210 8.0187 2.2798
S 2.7952 2.8158 3.3305
O 3.7920 3.6948 3.9557
O 1.8325 2.1153 4.1552
O 2.1062 3.4789 2.2281
O 3.3713 1.5914 2.8059
C -1.0664 0.0651 0.2702
F -1.8388 0.8166 1.1269
F -1.1636 -1.2085 0.6037
F -1.3438 0.3121 -1.0053
S 0.7498 0.6367 0.5425
O 0.7434 2.0482 0.1881
O 1.1041 0.3511 1.9661
O 1.6173 -0.2353 -0.3118
C -1.8147 -0.8430 4.9364
F -2.7462 -1.4421 5.6806
F -2.3451 -0.6865 3.7063
F -1.3836 0.3415 5.4835
S -0.2381 -1.8747 4.8017
O 0.8491 -0.9129 4.4895
O -0.0556 -2.5474 6.1266
O -0.4620 -2.8321 3.7034
C 3.3174 -1.0983 -4.4217
C 3.6449 -1.2633 -2.9012
O 4.9279 -1.7463 -2.6345
O 3.2465 -2.3240 -5.1311
H 4.0994 -0.4859 -4.8707
H 2.3638 -0.5705 -4.4378
H 2.8812 -1.8928 -2.4444
H 3.5639 -0.2707 -2.4582
H 4.9948 -2.5475 -3.1591
H 2.7443 -2.9692 -4.6280
C 1.6882 -5.0074 0.0169
C 1.3222 -3.5035 0.0557
O 2.3400 -2.6524 0.5579
O 2.4495 -5.4290 -1.0639
H 0.8136 -5.6573 -0.0129
H 2.1832 -5.2388 0.9600
H 0.4200 -3.3303 0.6422
H 0.9873 -3.2095 -0.9391
H 2.2599 -1.8101 0.1042
H 3.2235 -5.8623 -0.6970
C 6.2682 -5.1452 -0.6430
C 5.7455 -3.9047 0.0346
O 5.4023 -4.2709 1.3880
O 5.4881 -6.3270 -0.4513
H 7.2388 -5.3974 -0.2160
H 6.5819 -4.9530 -1.6690
H 4.8104 -3.5587 -0.4059
H 6.4954 -3.1150 0.0798
H 5.0999 -5.1793 1.3167
H 5.9860 -7.1257 -0.6410
C -0.2166 2.2641 7.4559
C 1.1397 1.5144 7.2405
O 2.2460 2.2488 6.7250
O -0.0674 3.2724 8.4804
H -1.0284 1.5686 7.6690
H -0.5117 2.7367 6.5190
H 0.8505 0.7893 6.4798
H 1.5309 0.9301 8.0733
H 1.8785 2.6238 5.9213
H -0.6769 3.1514 9.2122
C 4.4553 -1.3918 3.3695
C 4.2576 -1.2821 4.9009
O 3.6320 -0.0341 5.2027
O 3.1330 -1.3738 2.8148
H 4.9298 -2.3473 3.1456
H 5.0543 -0.6117 2.8996
H 5.1942 -1.4513 5.4321
H 3.6225 -2.0698 5.3063
H 3.6793 -0.0252 6.1615
H 3.1015 -1.8105 1.9604
C 5.4580 0.2811 0.0464
C 6.1901 1.2977 0.9231
O 5.3517 2.3975 1.3865
O 6.3998 -0.5589 -0.6016
H 4.7521 0.7305 -0.6522
H 4.7661 -0.3372 0.6183
H 7.0982 1.6868 0.4626
H 6.5648 0.8082 1.8221
H 4.5685 2.0961 1.8526
H 5.9742 -1.0883 -1.2799
C -2.0161 -5.5613 2.2391
C -2.1043 -5.8357 3.7869
O -0.8575 -5.6424 4.3473
O -1.9191 -4.2097 1.9023
H -2.9696 -5.9694 1.9038
H -1.1445 -6.1087 1.8800
H -2.5188 -6.8428 3.8325
H -2.8453 -5.0940 4.0849
H -0.5865 -4.7219 4.3166
H -1.2628 -3.7578 2.4376
C 5.6189 4.5729 -1.3943
C 4.0917 4.5275 -1.3943
C 3.5789 3.3980 -2.3415
O 2.1479 3.2972 -2.1967
C 1.7052 2.1408 -2.9048
N 3.6826 4.1363 -0.0273
H 5.9732 4.7754 -2.4050
H 6.0891 3.6364 -1.0944
H 5.7955 5.5073 -0.8616
H 3.6567 5.4716 -1.7224
H 4.0686 2.4515 -2.1122
H 3.7851 3.6836 -3.3730
H 0.6986 2.3542 -3.2645
H 1.8706 1.2750 -2.2636
H 2.2147 1.9169 -3.8420
H 3.8337 4.9859 0.4976
H 4.3962 3.5475 0.3779
C -2.6641 -1.0776 -3.7707
C -3.3720 -2.4196 -3.2674
C -3.3900 -2.5726 -1.7005
O -4.1479 -3.6756 -1.2071
C -3.9796 -4.9643 -1.8189
N -4.8155 -2.1802 -3.6933
H -1.6012 -1.3131 -3.7174
H -2.7761 -0.1917 -3.1456
H -2.9063 -0.7656 -4.7866
H -2.8565 -3.2595 -3.7331
H -3.8547 -1.7120 -1.2193
H -2.3589 -2.6590 -1.3577
H -4.6974 -5.5870 -1.2850
H -2.9433 -5.2734 -1.6829
H -4.5209 -4.9704 -2.7650
H -5.1211 -1.2444 -3.4674
H -5.3652 -2.6600 -2.9950
C -4.2148 3.3943 -7.6953
C -4.0924 2.6728 -6.3776
C -3.0297 3.3904 -5.4970
O -1.6533 3.4574 -5.8648
C -1.0547 2.2040 -6.1611
N -5.4094 2.7031 -5.7579
H -4.4820 4.4431 -7.5655
H -5.0605 3.0500 -8.2907
H -3.3592 3.4236 -8.3699
H -3.7558 1.6393 -6.4601
H -3.1348 3.0222 -4.4765
H -3.2780 4.4492 -5.4228
H -1.5728 1.7700 -7.0163
H -1.2572 1.5713 -5.2969
H 0.0144 2.2928 -6.3544
H -6.0717 2.5045 -6.4941
H -5.6825 3.6523 -5.5466
C -1.2520 3.0403 3.3479
C -1.6115 4.1909 2.4138
C -2.6298 5.1026 3.0601
O -3.8078 4.3862 3.2383
C -4.6631 5.0095 4.2711
N -0.3173 4.8043 2.0516
H -1.0264 3.4831 4.3180
H -0.4471 2.3392 3.1273
H -2.0544 2.3132 3.4725
H -2.0219 3.6855 1.5396
H -2.7892 5.9631 2.4103
H -2.2339 5.4922 3.9979
H -5.4914 4.3228 4.4452
H -5.0462 5.9848 3.9711
H -4.1281 5.0923 5.2172
H 0.1310 4.6172 2.9371
H -0.4718 5.8024 2.0494
C -2.1431 6.2079 -1.8761
C -1.4215 5.0742 -1.1005
C -2.0681 3.7122 -1.3619
O -3.4734 3.7392 -1.2417
C -4.0729 2.4911 -1.5325
N -0.0340 5.0756 -1.3758
H -3.1724 6.1249 -1.5272
H -2.0515 6.1072 -2.9576
H -1.7804 7.1984 -1.6014
H -1.4819 5.4486 -0.0786
H -1.6295 3.0560 -0.6101
H -1.8250 3.3118 -2.3461
H -3.6379 1.6795 -0.9493
H -4.0905 2.2072 -2.5848
H -5.1529 2.6355 -1.5024
H -0.0056 4.7255 -2.3227
H 0.1763 6.0631 -1.4007
C -5.3956 -3.0359 4.0132
C -5.5558 -2.9264 2.5079
C -5.1349 -1.5634 1.8700
O -5.9263 -0.4950 2.4832
C -5.3764 0.7716 2.1774
N -4.8976 -3.9537 1.7709
H -4.3544 -2.8891 4.3003
H -5.6443 -4.0377 4.3632
H -6.0683 -2.3482 4.5257
H -6.6098 -3.1183 2.3067
H -5.3088 -1.5078 0.7954
H -4.0946 -1.3247 2.0912
H -4.4454 0.8941 2.7309
H -6.1357 1.4503 2.5659
H -5.3634 0.9281 1.0988
H -3.9552 -4.1213 2.0933
H -4.6675 -3.7213 0.8153
C 0.5175 -3.7575 -5.8788
C 0.3405 -4.1153 -4.4101
C -0.2887 -5.5395 -4.0678
O -0.4772 -5.6115 -2.6635
C -0.8372 -6.8868 -2.1688
N 1.6960 -4.0964 -3.8739
H 1.0911 -4.4789 -6.4608
H 0.8908 -2.7415 -6.0066
H -0.4346 -3.8739 -6.3967
H -0.3158 -3.4258 -3.8790
H 0.5257 -6.2302 -4.2863
H -1.2207 -5.7177 -4.6042
H -1.7455 -7.2855 -2.6208
H -0.9980 -6.7219 -1.1034
H -0.0281 -7.6144 -2.2323
H 1.6830 -4.3399 -2.8938
H 2.2625 -4.8724 -4.1856
```

2S+1: 1
Charge: -2
DFT total energy in eV: -241885.37946
HOMO-LUMO gap in eV: 4.22
LUMO in eV: 2.54

Löwdin population analysis, charges in e, atoms 1 to 2:
1 Hg 1.16
2 Zn 0.59